1.
This record from the Open Molecules 2025 dataset describes a molecular structure, C16H17FN4OS at a distorted geometry. The level of theory is ωB97M-V with the def2-TZVPD basis set.

```
40
Properties=species:S:1:pos:R:3:lowdin_charge:R:1
C -3.551 -1.288 -1.446 -0.105
O -2.442 -1.677 -0.645 -0.173
C -2.099 -0.677 0.305 -0.158
C -0.599 -0.389 0.226 -0.043
C 0.241 -0.437 1.443 -0.185
N -0.335 -0.796 2.714 0.069
C 1.562 -0.158 1.433 -0.113
C 2.438 -0.154 2.689 -0.091
C 2.303 1.251 3.339 -0.352
C 3.138 1.419 4.617 -0.037
F 0.953 1.455 3.665 -0.039
C 2.240 0.175 0.195 -0.327
N 3.518 0.448 0.030 -0.202
S 3.648 0.722 -1.593 0.999
N 2.119 0.535 -2.045 -0.232
C 1.386 0.208 -0.976 -0.274
C -0.016 -0.054 -0.950 -0.070
C -0.754 0.074 -2.270 -0.263
C -0.634 -0.980 -3.168 -0.012
C -1.277 -0.850 -4.399 -0.054
C -1.988 0.327 -4.655 -0.068
C -2.024 1.282 -3.651 -0.158
N -1.428 1.201 -2.463 0.138
H -4.499 -1.352 -0.881 0.093
H -3.593 -1.991 -2.291 0.093
H -3.450 -0.273 -1.860 0.073
H -2.396 -0.961 1.328 0.114
H -2.612 0.282 0.096 0.134
H -1.047 -0.132 2.997 0.088
H -0.733 -1.730 2.673 0.092
H 3.493 -0.288 2.404 0.111
H 2.181 -0.969 3.377 0.120
H 2.562 1.986 2.562 0.142
H 4.016 0.764 4.667 0.079
H 2.511 1.354 5.517 0.083
H 3.530 2.452 4.619 0.076
H -0.062 -1.886 -2.980 0.130
H -1.237 -1.626 -5.164 0.109
H -2.494 0.526 -5.597 0.103
H -2.570 2.210 -3.864 0.109
```

Calculated values
HOMO = -8.69 eV
Relative energy (zero: lowest compared OMol25 entry of this formula, charge and spin) = 1.296 eV
Frontier orbital gap = 8.3 eV
LUMO = -0.36 eV
Max |F| = 2.7 eV Å⁻¹
M = 332.40 g mol⁻¹

---

2.
This record from the Open Molecules 2025 dataset describes C8H14 in the gas phase at a distorted geometry. The level of theory is ωB97M-V with the def2-TZVPD basis set.

```
22
Properties=species:S:1:pos:R:3:lowdin_charge:R:1
C -1.348 0.468 -3.002 0.012
C -1.889 0.287 -1.781 -0.188
C -1.565 1.064 -0.548 -0.186
C -0.245 0.675 0.109 -0.306
C 0.650 1.593 0.477 0.056
C -0.112 -0.814 0.436 -0.164
C 1.382 -1.214 0.710 -0.249
C 1.765 -1.095 2.182 -0.118
H -1.176 -0.375 -3.656 0.051
H -1.189 1.503 -3.305 0.059
H -2.094 -0.774 -1.636 0.083
H -2.368 0.846 0.168 0.117
H -1.519 2.137 -0.691 0.106
H 1.437 1.360 1.178 0.051
H 0.524 2.643 0.239 0.061
H -0.705 -0.894 1.354 0.117
H -0.530 -1.442 -0.341 0.093
H 1.413 -2.287 0.465 0.097
H 1.911 -0.704 -0.094 0.105
H 2.600 -0.378 2.240 0.067
H 2.095 -1.971 2.737 0.066
H 0.962 -0.626 2.756 0.070
```

Calculated values
SMILES string = C=CCC(=C)CCC
HOMO = -9.29 eV
Relative energy (zero: lowest compared OMol25 entry of this formula, charge and spin) = 2.251 eV
Frontier orbital gap = 10.4 eV
LUMO = 1.11 eV
Max |F| = 3.2 eV Å⁻¹
M = 110.20 g mol⁻¹

---

3.
This record from the Open Molecules 2025 dataset describes a molecular structure, C27H18AsBrCl2N3S5Y. The level of theory is ωB97M-V with the def2-TZVPD basis set.

```
58
Properties=species:S:1:pos:R:3:lowdin_charge:R:1
Y -0.039 0.011 -0.321 0.578
Br 2.057 -0.581 1.991 0.749
C 1.085 0.025 3.496 -0.595
C 1.609 -0.207 4.736 -0.156
C 0.908 0.224 5.881 -0.114
C -0.285 0.869 5.739 -0.069
C -0.836 1.111 4.455 -0.188
C -2.081 1.769 4.333 -0.074
C -2.608 1.985 3.096 -0.094
C -1.914 1.552 1.944 -0.159
C -0.698 0.899 1.955 -0.195
C -0.158 0.689 3.274 -0.243
H 2.556 -0.721 4.833 0.085
H 1.323 0.039 6.865 0.088
H -0.837 1.206 6.610 0.097
H -2.603 2.080 5.232 0.097
H -3.571 2.475 2.990 0.097
H -2.407 1.734 0.997 0.045
S 3.689 -0.495 -3.801 -0.222
As 2.098 -0.277 -2.452 -0.530
S 2.278 1.382 -1.001 -0.115
S 1.709 -1.951 -1.069 -0.181
S 0.094 0.031 -3.231 -0.104
Cl -0.882 -2.446 1.467 0.670
C -2.451 -1.829 1.893 -0.664
C -2.836 -1.918 3.215 -0.123
C -4.069 -1.414 3.602 -0.111
C -4.882 -0.824 2.652 -0.151
C -4.457 -0.735 1.338 -0.684
Cl -5.530 0.079 0.222 0.616
C -3.219 -1.214 0.888 -0.761
S -2.645 -1.032 -0.748 0.490
H -2.160 -2.358 3.935 0.102
H -4.377 -1.457 4.639 0.094
H -5.842 -0.407 2.925 0.090
C -3.206 3.244 -2.336 -0.046
C -2.630 2.332 -1.463 -0.157
N -1.311 2.185 -1.334 -0.005
C -0.532 2.946 -2.102 -0.169
C -1.012 3.909 -2.992 -0.184
C -2.392 4.046 -3.114 -0.021
C 0.015 4.557 -3.808 -0.002
C 0.088 5.689 -4.529 -0.045
C -0.825 6.815 -4.695 -0.267
C -0.482 7.824 -5.607 -0.023
C -1.332 8.900 -5.726 -0.155
N -2.449 9.020 -5.004 0.054
C -2.678 8.021 -4.161 -0.217
N -1.944 6.934 -3.969 0.129
H -4.284 3.293 -2.412 0.099
H -3.247 1.651 -0.891 0.036
H 0.533 2.766 -2.007 -0.010
H -2.816 4.750 -3.813 0.091
H 0.923 3.958 -3.836 0.123
H 1.019 5.829 -5.069 0.098
H 0.422 7.753 -6.196 0.104
H -1.116 9.705 -6.422 0.098
H -3.582 8.096 -3.564 0.104
```

Calculated values
Total charge = -2
HOMO = -1.85 eV
Relative energy (zero: lowest compared OMol25 entry of this formula, charge and spin) = 0.000 eV
Frontier orbital gap = 5.1 eV
LUMO = 3.29 eV
Max |F| = 0.2 eV Å⁻¹
M = 859.43 g mol⁻¹

---

4.
This record from the Open Molecules 2025 dataset describes a molecular structure, C28H53AgBrGe2Si. The level of theory is ωB97M-V with the def2-TZVPD basis set.

```
86
Properties=species:S:1:pos:R:3:lowdin_charge:R:1
Ag 0.717 0.047 0.625 0.494
C 4.509 2.806 2.133 -0.163
C 3.215 2.384 1.426 -0.377
Ge 3.084 0.449 1.330 0.814
C 4.081 -0.321 -0.150 -0.378
C 5.560 -0.492 0.220 -0.163
C 3.568 -0.367 3.000 -0.256
C 2.668 -1.047 3.710 -0.352
Ge 0.919 -1.112 2.897 0.883
C -0.510 -0.067 3.701 -0.374
C -0.924 -0.481 5.119 -0.159
C 0.310 -2.807 2.159 -0.375
C 0.108 -3.947 3.165 -0.159
C 2.934 -1.712 5.018 -0.229
C 1.930 -2.410 5.682 -0.070
C 2.162 -3.035 6.899 -0.060
C 3.420 -2.969 7.473 -0.071
C 4.437 -2.276 6.826 -0.064
C 4.196 -1.655 5.613 -0.030
H 4.568 3.893 2.197 0.075
H 5.401 2.467 1.603 0.060
H 4.560 2.417 3.151 0.065
H 3.169 2.777 0.409 0.062
H 2.346 2.770 1.959 0.055
H 3.959 0.333 -1.016 0.061
H 3.640 -1.283 -0.411 0.054
H 6.042 0.458 0.453 0.060
H 6.109 -0.936 -0.611 0.075
H 5.688 -1.149 1.082 0.065
H 4.591 -0.259 3.359 0.062
H -1.355 -0.160 3.013 0.056
H -0.204 0.980 3.686 0.058
H -1.256 -1.519 5.168 0.063
H -1.756 0.138 5.458 0.076
H -0.110 -0.356 5.832 0.068
H 1.020 -3.107 1.387 0.058
H -0.631 -2.577 1.649 0.055
H 1.041 -4.227 3.653 0.068
H -0.274 -4.831 2.653 0.076
H -0.613 -3.691 3.943 0.063
H 0.939 -2.477 5.255 0.062
H 1.363 -3.572 7.394 0.111
H 3.612 -3.453 8.421 0.109
H 5.423 -2.220 7.269 0.110
H 5.005 -1.122 5.131 0.104
C 0.091 1.890 -4.369 -0.111
C -1.118 0.995 -4.684 -0.629
C -0.543 -0.383 -5.044 -0.102
C -1.837 1.557 -5.930 -0.076
Si -2.365 0.882 -3.249 0.549
Br -0.982 0.459 -1.395 0.445
C -3.503 -0.645 -3.279 -0.629
C -2.742 -1.973 -3.138 -0.110
C -4.521 -0.615 -2.129 -0.102
C -4.281 -0.661 -4.613 -0.076
C -3.214 2.520 -2.777 -0.629
C -2.240 3.706 -2.856 -0.102
C -3.770 2.525 -1.344 -0.110
C -4.375 2.783 -3.760 -0.076
H 0.721 1.933 -5.263 0.093
H 0.697 1.479 -3.561 0.050
H -0.174 2.910 -4.108 0.056
H 0.207 -0.247 -5.829 0.093
H -1.292 -1.071 -5.431 0.068
H -0.045 -0.855 -4.195 0.076
H -1.139 1.539 -6.774 0.095
H -2.155 2.589 -5.800 0.069
H -2.708 0.969 -6.220 0.070
H -2.262 -2.061 -2.163 0.052
H -1.987 -2.130 -3.902 0.055
H -3.469 -2.787 -3.222 0.093
H -4.036 -0.568 -1.152 0.075
H -5.102 -1.542 -2.163 0.093
H -5.227 0.209 -2.203 0.068
H -3.633 -0.820 -5.473 0.069
H -4.851 0.252 -4.784 0.070
H -4.996 -1.489 -4.591 0.096
H -1.374 3.570 -2.205 0.076
H -2.767 4.603 -2.516 0.094
H -1.886 3.904 -3.865 0.068
H -2.974 2.460 -0.603 0.053
H -4.484 1.731 -1.147 0.055
H -4.288 3.477 -1.188 0.093
H -4.055 2.797 -4.803 0.070
H -4.803 3.766 -3.541 0.095
H -5.178 2.056 -3.664 0.069
```

Calculated values
Total charge = +1
HOMO = -11.12 eV
Relative energy (zero: lowest compared OMol25 entry of this formula, charge and spin) = 0.587 eV
Frontier orbital gap = 8.0 eV
LUMO = -3.15 eV
Max |F| = 0.6 eV Å⁻¹
M = 750.81 g mol⁻¹